1.
ORCA calculation (ωB97M-V with the def2-TZVPD basis set) on a cluster of 3 separate species, C15H16N2O9S in total.

Atoms and positions in Å:
N  6.4622  2.8908  1.4304
C  6.5227  3.3806  0.3786
O  6.7950  4.1785  -0.7061
N  5.6721  4.8838  -1.1375
C  5.0217  4.1921  -2.2348
O  5.5017  4.0468  -3.3263
C  3.6322  3.7276  -1.7360
C  2.6614  2.8092  -2.3442
C  1.4161  2.5846  -1.5700
C  1.1979  3.3036  -0.2928
C  2.1816  4.2388  0.2963
S  1.9159  5.1322  1.8565
C  3.4355  4.4313  -0.4432
C  4.6959  5.2850  -0.1444
O  4.8012  6.1245  0.7041
H  2.8899  2.3045  -3.3032
H  0.6619  1.8705  -1.9797
H  0.2532  3.1328  0.2796
H  1.4710  6.3673  1.4308
C  -2.1102  -0.9441  0.6801
O  -0.8234  -0.6874  0.1121
C  -0.0177  -1.7540  0.0778
O  -0.2901  -2.8566  0.4725
O  1.1411  -1.3801  -0.4715
C  2.1070  -2.4271  -0.5736
H  -2.6720  -0.0123  0.6549
H  -2.6486  -1.6900  0.0948
H  -2.0160  -1.2650  1.7180
H  1.7369  -3.2319  -1.2093
H  2.3692  -2.8066  0.4142
H  3.0000  -2.0058  -1.0315
C  -7.8704  -4.1100  1.0842
O  -6.5490  -3.5807  1.1828
C  -5.5816  -4.4850  0.9921
O  -5.7432  -5.6522  0.7556
O  -4.4046  -3.8624  1.1107
C  -3.2695  -4.7125  0.9297
H  -8.5658  -3.2904  1.2558
H  -8.0495  -4.5153  0.0879
H  -8.0374  -4.8729  1.8451
H  -3.2655  -5.1414  -0.0729
H  -3.2531  -5.4994  1.6844
H  -2.3757  -4.1016  1.0479

* energy above the lowest of the compared OMol25 structures with the same formula, charge and spin: 38.9 kcal/mol
* SMILES: N#CON1C(=O)c2cccc(S)c2C1=O.COC(=O)OC.COC(=O)OC
* Kohn-Sham gap: 8.595 eV
* HOMO: -9.750 eV

2.
ORCA calculation (ωB97M-V with the def2-TZVPD basis set) on an isolated molecule of C15H16O3.

Atoms and positions in Å:
O  -2.5179  -0.6817  3.6091
C  -1.8765  -0.4503  2.5517
C  -0.5398  0.3286  2.5710
C  -0.3398  1.1166  1.2554
C  -0.4887  0.2573  -0.0191
C  0.6713  -0.7497  -0.1670
C  0.7674  -1.9490  0.6334
C  1.8938  -2.7643  0.4507
C  2.8744  -2.3979  -0.4174
C  2.8489  -1.2154  -1.0950
C  1.7551  -0.3839  -0.9759
C  1.2524  0.8996  -1.5934
C  -0.2471  0.9171  -1.4874
C  -0.8587  2.2882  -1.6666
O  -0.1414  2.9813  -2.6516
C  -1.8471  -0.5033  -0.0797
O  -3.0334  0.1623  0.3431
C  -2.5139  -0.8840  1.2651
H  -0.5968  1.1184  3.4129
H  0.3156  -0.3735  2.7077
H  -1.1719  1.8680  1.2821
H  0.5802  1.6202  1.0769
H  0.1977  -2.2125  1.4975
H  1.8375  -3.6895  1.0967
H  3.7343  -2.9439  -0.5275
H  3.6623  -1.0568  -1.8319
H  1.7369  1.7476  -0.9752
H  1.4665  0.8843  -2.6429
H  -0.6470  0.2495  -2.2405
H  -0.9554  2.9362  -0.8211
H  -1.8877  2.0579  -1.9903
H  -0.7537  3.7148  -2.9746
H  -2.0136  -1.1955  -0.9081
H  -3.1642  -1.6965  1.3118

* energy above the lowest of the compared OMol25 structures with the same formula, charge and spin: 41.6 kcal/mol
* SMILES: O=C1CC[C@@]2(c3ccccc3C[C@@H]2CO)[C@@H]2O[C@H]12
* Kohn-Sham gap: 9.754 eV
* HOMO: -9.241 eV

3.
ORCA calculation (ωB97M-V with the def2-TZVPD basis set) on an isolated molecule of C15H17ClN4O2S.

Atoms and positions in Å:
C  2.8313  4.0184  -2.9360
C  2.8680  3.2372  -1.6227
C  2.2050  1.9204  -1.7560
N  1.1731  1.5468  -1.1021
N  0.7354  0.3243  -1.3849
C  1.4333  -0.2841  -2.2849
N  1.2233  -1.5308  -2.7817
C  0.3798  -2.5560  -2.3580
O  0.4061  -3.5930  -2.9703
C  -0.4932  -2.2697  -1.1718
C  -1.7347  -1.4698  -1.6011
C  -2.4482  -0.9385  -0.3601
O  -3.4918  -1.3952  0.0556
N  -1.7972  0.0931  0.2097
C  -2.2013  0.6336  1.4905
C  -1.5880  -0.1519  2.6232
C  -2.3540  -1.0492  3.3560
C  -1.7946  -1.8033  4.3721
C  -0.4494  -1.6718  4.6707
C  0.3365  -0.7930  3.9463
C  -0.2340  -0.0472  2.9283
Cl  0.7794  1.0325  2.0212
S  2.7785  0.6883  -2.8860
H  3.3170  4.9817  -2.8077
H  1.8034  4.1866  -3.2485
H  3.3490  3.4706  -3.7209
H  2.3513  3.7882  -0.8357
H  3.9068  3.0846  -1.3181
H  1.8086  -1.7984  -3.5657
H  0.0731  -1.7072  -0.4293
H  -0.8088  -3.2218  -0.7438
H  -2.4164  -2.1155  -2.1541
H  -1.4440  -0.6284  -2.2303
H  -0.8947  0.3682  -0.1579
H  -1.8934  1.6805  1.5384
H  -3.2901  0.5638  1.5480
H  -3.3991  -1.1589  3.1105
H  -2.4080  -2.4948  4.9292
H  -0.0060  -2.2548  5.4637
H  1.3877  -0.6855  4.1643

* energy above the lowest of the compared OMol25 structures with the same formula, charge and spin: 0.0 kcal/mol
* SMILES: CCc1nnc(NC(=O)CCC(=O)NCc2ccccc2Cl)s1
* Kohn-Sham gap: 9.284 eV
* HOMO: -9.017 eV

4.
ORCA calculation (ωB97M-V with the def2-TZVPD basis set) on a structure of composition C15H17FIrN2O2Si.

Atoms and positions in Å:
Ir  1.0235  -1.1579  -0.4233
O  4.7187  -2.0921  0.6520
C  3.5966  -1.6979  0.5669
O  2.6597  -2.1936  -0.2488
C  3.0564  -0.6120  1.4508
C  3.7796  -0.0695  2.4882
C  3.1647  0.8671  3.3051
C  1.8460  1.2135  3.0595
C  1.1823  0.6373  1.9933
N  1.7888  -0.2465  1.1944
H  4.7973  -0.4022  2.6357
H  3.7025  1.3109  4.1317
H  1.3251  1.9234  3.6854
H  0.1548  0.8781  1.7612
C  -3.1990  -1.3041  -2.1335
Si  -1.4923  -1.6062  -1.4662
C  -1.8084  -2.8142  -0.0773
C  -0.0571  -2.2320  -2.5127
N  -0.5537  -0.1812  -0.7689
C  -0.9074  1.1515  -0.6046
C  -2.2441  1.5576  -0.4827
C  -2.5843  2.8847  -0.3225
C  -1.5935  3.8601  -0.3125
C  -0.2660  3.4982  -0.4626
C  0.0606  2.1656  -0.5975
F  1.3490  1.8455  -0.7854
H  -3.6075  -2.2977  -2.3370
H  -3.2850  -0.7150  -3.0455
H  -3.8282  -0.8638  -1.3621
H  -2.2891  -3.7028  -0.4962
H  -2.5101  -2.3868  0.6434
H  -0.9182  -3.1327  0.4622
H  -0.1822  -3.2831  -2.7711
H  0.9664  -2.2655  -2.0224
H  0.1232  -1.6403  -3.4079
H  -3.0203  0.8072  -0.4869
H  -3.6232  3.1622  -0.2135
H  -1.8545  4.9031  -0.2004
H  0.5288  4.2310  -0.4886

* Kohn-Sham gap (spin up / spin down): 6.744 / 7.349 eV
* HOMO (spin up / spin down): -12.448 / -12.342 eV
* total charge: +1

5.
ORCA calculation (ωB97M-V with the def2-TZVPD basis set) on an isolated molecule of C15H17FN2O2.

Atoms and positions in Å:
C  -5.6507  -1.6144  0.0327
C  -5.1769  -0.6310  -1.0361
O  -3.7824  -0.6476  -1.2645
C  -2.9631  -0.1788  -0.2179
C  -3.0372  1.3388  -0.0063
C  -1.9758  1.8166  0.9847
N  -0.6364  1.6162  0.4860
C  0.2067  0.7062  1.0143
O  -0.0533  0.0221  1.9836
C  1.5382  0.6137  0.3210
C  1.7041  1.3331  -0.8780
N  1.7671  1.8953  -1.8773
C  2.4700  -0.2102  0.8373
C  3.8124  -0.4333  0.3320
C  4.3409  -1.7268  0.3215
C  5.6014  -1.9792  -0.1818
C  6.3813  -0.9390  -0.6639
C  5.9011  0.3581  -0.6286
C  4.6314  0.5957  -0.1380
F  4.2116  1.8725  -0.0542
H  -5.2448  -2.6026  -0.1679
H  -6.7357  -1.6679  0.0161
H  -5.3385  -1.3024  1.0264
H  -5.6028  -0.9098  -2.0036
H  -5.5209  0.3828  -0.7896
H  -3.1833  -0.6946  0.7251
H  -1.9508  -0.4549  -0.5256
H  -2.8988  1.8353  -0.9696
H  -4.0176  1.6168  0.3830
H  -2.0490  1.2539  1.9185
H  -2.1203  2.8812  1.1959
H  -0.3714  2.1124  -0.3524
H  2.1681  -0.7885  1.7038
H  3.7318  -2.5367  0.6942
H  5.9812  -2.9892  -0.1939
H  7.3679  -1.1344  -1.0544
H  6.4943  1.1905  -0.9725

* energy above the lowest of the compared OMol25 structures with the same formula, charge and spin: 26.3 kcal/mol
* SMILES: CCOCCCNC(=O)/C(C#N)=C/c1ccccc1F
* Kohn-Sham gap: 8.893 eV
* HOMO: -9.384 eV

6.
ORCA calculation (ωB97M-V with the def2-TZVPD basis set) on the ion C15H17N2S with charge +1.

Atoms and positions in Å:
C  -5.8196  -0.2064  -0.5094
C  -4.6865  -0.1357  0.1622
C  -3.6399  0.9113  -0.0748
N  -2.3507  0.2794  -0.3053
C  -1.1897  0.8625  -0.0457
N  0.0083  0.2960  -0.2499
C  1.0740  1.1016  0.1351
C  0.6684  2.3013  0.5995
S  -1.0580  2.4584  0.5930
H  1.2786  3.0986  0.9695
C  2.4699  0.6672  0.0415
C  2.8828  -0.5470  0.5897
C  4.2131  -0.9186  0.5187
C  5.1379  -0.0900  -0.0955
C  4.7331  1.1215  -0.6332
C  3.4067  1.5043  -0.5622
H  3.0869  2.4438  -0.9864
H  5.4520  1.7710  -1.1073
H  6.1739  -0.3851  -0.1494
H  4.5272  -1.8562  0.9500
H  2.1728  -1.1849  1.0957
C  0.1494  -0.9979  -0.8893
C  -0.2524  -2.1572  -0.0172
C  -0.5921  -2.0880  1.2559
H  -0.8498  -2.9712  1.8119
H  -0.6187  -1.1618  1.8082
H  -0.2222  -3.1069  -0.5314
H  -0.4442  -1.0031  -1.8120
H  1.1988  -1.1120  -1.1785
H  -2.3692  -0.6826  -0.6161
H  -3.9088  1.5329  -0.9357
H  -3.5528  1.5612  0.8041
H  -4.4585  -0.8409  0.9498
H  -6.5552  -0.9614  -0.2973
H  -6.0656  0.4961  -1.2882

* energy above the lowest of the compared OMol25 structures with the same formula, charge and spin: 0.0 kcal/mol
* Kohn-Sham gap: 9.359 eV
* HOMO: -11.991 eV
* total charge: +1

Please write out number 1 again, unchanged.
ORCA calculation (ωB97M-V with the def2-TZVPD basis set) on a cluster of 3 separate species, C15H16N2O9S in total.

Atoms and positions in Å:
N  6.4622  2.8908  1.4304
C  6.5227  3.3806  0.3786
O  6.7950  4.1785  -0.7061
N  5.6721  4.8838  -1.1375
C  5.0217  4.1921  -2.2348
O  5.5017  4.0468  -3.3263
C  3.6322  3.7276  -1.7360
C  2.6614  2.8092  -2.3442
C  1.4161  2.5846  -1.5700
C  1.1979  3.3036  -0.2928
C  2.1816  4.2388  0.2963
S  1.9159  5.1322  1.8565
C  3.4355  4.4313  -0.4432
C  4.6959  5.2850  -0.1444
O  4.8012  6.1245  0.7041
H  2.8899  2.3045  -3.3032
H  0.6619  1.8705  -1.9797
H  0.2532  3.1328  0.2796
H  1.4710  6.3673  1.4308
C  -2.1102  -0.9441  0.6801
O  -0.8234  -0.6874  0.1121
C  -0.0177  -1.7540  0.0778
O  -0.2901  -2.8566  0.4725
O  1.1411  -1.3801  -0.4715
C  2.1070  -2.4271  -0.5736
H  -2.6720  -0.0123  0.6549
H  -2.6486  -1.6900  0.0948
H  -2.0160  -1.2650  1.7180
H  1.7369  -3.2319  -1.2093
H  2.3692  -2.8066  0.4142
H  3.0000  -2.0058  -1.0315
C  -7.8704  -4.1100  1.0842
O  -6.5490  -3.5807  1.1828
C  -5.5816  -4.4850  0.9921
O  -5.7432  -5.6522  0.7556
O  -4.4046  -3.8624  1.1107
C  -3.2695  -4.7125  0.9297
H  -8.5658  -3.2904  1.2558
H  -8.0495  -4.5153  0.0879
H  -8.0374  -4.8729  1.8451
H  -3.2655  -5.1414  -0.0729
H  -3.2531  -5.4994  1.6844
H  -2.3757  -4.1016  1.0479

* energy above the lowest of the compared OMol25 structures with the same formula, charge and spin: 38.9 kcal/mol
* SMILES: N#CON1C(=O)c2cccc(S)c2C1=O.COC(=O)OC.COC(=O)OC
* Kohn-Sham gap: 8.595 eV
* HOMO: -9.750 eV